{
  "formula": "C24H64N4O7",
  "method": "wB97M-V/def2-TZVPD",
  "homo_lumo_gap_ev": 7.6,
  "smiles": "CC1(C)CCCC(C)(C)N1O.COC[C@H](C)N.COC[C@H](C)N.COC[C@H](C)N.CO.CO.CO",
  "e_above_lowest_kj_mol": 729.7,
  "species": ["C", "C", "C", "C", "C", "C", "N", "O", "C", "C", "C", "H", "H", "H", "H", "H", "H", "H", "H", "H", "H", "H", "H", "H", "H", "H", "H", "H", "H", "H", "C", "C", "C", "O", "C", "N", "H", "H", "H", "H", "H", "H", "H", "H", "H", "H", "H", "C", "C", "C", "O", "C", "N", "H", "H", "H", "H", "H", "H", "H", "H", "H", "H", "H", "C", "C", "C", "O", "C", "N", "H", "H", "H", "H", "H", "H", "H", "H", "H", "H", "H", "C", "O", "H", "H", "H", "H", "C", "O", "H", "H", "H", "H", "C", "O", "H", "H", "H", "H"],
  "positions_angstrom": [[-11.042, 1.548, -13.934], [-9.852, 1.953, -14.791], [-8.540, 1.121, -14.458], [-7.495, 0.901, -15.513], [-8.140, 0.545, -16.804], [-9.209, 1.506, -17.336], [-10.188, 1.762, -16.223], [-11.470, 2.310, -16.657], [-8.606, 2.926, -17.849], [-9.874, 0.859, -18.534], [-9.500, 3.426, -14.522], [-11.317, 0.524, -14.187], [-11.912, 2.155, -14.188], [-10.885, 1.461, -12.859], [-8.033, 1.622, -13.633], [-8.776, 0.116, -14.109], [-6.739, 0.186, -15.188], [-6.944, 1.835, -15.617], [-8.539, -0.470, -16.811], [-7.443, 0.630, -17.639], [-9.399, 3.655, -18.014], [-7.772, 3.290, -17.249], [-8.172, 2.771, -18.837], [-9.108, 0.581, -19.258], [-10.236, -0.106, -18.179], [-10.651, 1.492, -18.963], [-10.327, 4.103, -14.733], [-8.720, 3.830, -15.167], [-9.040, 3.647, -13.558], [-12.067, 1.559, -16.619], [-5.675, -3.823, -15.734], [-7.137, -3.244, -16.081], [-8.218, -3.909, -15.236], [-9.503, -3.301, -15.642], [-10.667, -3.736, -14.991], [-7.230, -1.821, -15.853], [-5.228, -3.094, -15.059], [-5.066, -3.666, -16.624], [-5.597, -4.853, -15.385], [-7.381, -3.429, -17.127], [-8.177, -3.651, -14.178], [-8.169, -4.998, -15.255], [-11.598, -3.308, -15.363], [-10.615, -3.385, -13.961], [-10.740, -4.815, -14.859], [-7.500, -1.289, -16.668], [-8.068, -1.817, -15.290], [-7.944, -1.704, -19.465], [-7.087, -0.663, -20.247], [-7.250, -0.646, -21.777], [-8.623, -0.381, -22.194], [-8.790, -0.324, -23.614], [-7.375, 0.633, -19.822], [-8.083, -1.671, -18.384], [-7.639, -2.728, -19.680], [-8.911, -1.522, -19.934], [-6.079, -0.993, -19.996], [-6.937, -1.631, -22.124], [-6.601, 0.100, -22.236], [-9.864, -0.203, -23.757], [-8.353, -1.145, -24.183], [-8.446, 0.681, -23.856], [-8.106, 1.056, -20.377], [-6.578, 1.198, -20.079], [-13.317, -3.975, -18.535], [-13.781, -2.756, -19.298], [-15.058, -1.955, -18.737], [-15.440, -1.100, -19.859], [-16.713, -0.479, -19.579], [-12.598, -1.921, -19.325], [-12.309, -4.292, -18.802], [-14.129, -4.700, -18.600], [-13.173, -3.797, -17.469], [-14.003, -3.213, -20.263], [-14.725, -1.504, -17.803], [-15.853, -2.627, -18.414], [-16.990, 0.355, -20.224], [-16.700, -0.083, -18.564], [-17.484, -1.247, -19.534], [-12.876, -1.086, -19.820], [-11.822, -2.344, -19.813], [-10.195, -2.578, -18.453], [-8.983, -2.905, -17.819], [-10.100, -2.651, -19.536], [-10.953, -3.338, -18.264], [-10.457, -1.535, -18.275], [-9.153, -3.101, -16.895], [-12.128, -1.784, -16.143], [-12.746, -0.971, -17.120], [-12.227, -1.457, -15.108], [-12.561, -2.774, -16.289], [-11.061, -1.833, -16.362], [-12.695, -1.328, -18.009], [-11.599, -4.947, -20.851], [-10.578, -4.096, -20.321], [-12.409, -5.014, -20.125], [-12.043, -4.305, -21.612], [-11.185, -5.883, -21.225], [-9.769, -4.310, -20.791]],
  "atomic_forces_ev_per_a": [[-0.3, -1.1, -0.4], [1.5, 0.7, -0.8], [-0.7, -0.3, 0.8], [0.2, 1.6, 0.0], [-0.1, 1.2, -1.7], [-0.4, 2.7, 1.0], [-0.8, -1.6, -0.5], [1.7, 0.3, 0.6], [0.1, -1.7, -0.2], [-0.2, -0.5, 0.6], [0.5, 1.0, -0.4], [0.0, -0.2, -0.3], [0.1, 0.2, 0.3], [0.3, 0.7, 0.0], [-0.3, 0.0, 0.3], [-0.6, -0.1, 0.2], [-0.4, 0.0, 0.0], [0.1, 0.3, -0.4], [-1.0, 1.0, -0.1], [0.4, -0.6, 0.2], [0.0, 0.0, 0.5], [-0.3, 0.2, 0.3], [0.1, -0.1, -0.1], [-1.0, 0.4, 0.7], [-0.6, 0.8, -0.1], [-0.1, -0.2, 0.0], [-0.3, -0.2, 0.4], [0.1, -0.5, -0.6], [-0.6, -0.3, 0.5], [0.0, -0.5, -0.1], [-1.0, 1.6, -0.7], [1.6, -1.5, 0.2], [-0.6, 0.4, 0.8], [0.3, -1.5, 1.8], [0.1, -0.7, 2.2], [0.4, -1.1, 0.9], [-0.1, -0.4, 0.6], [0.0, -0.5, -0.2], [-0.2, 0.1, 0.0], [0.7, -0.5, 0.3], [0.6, 0.2, 0.3], [-0.5, -0.1, -0.6], [1.3, -1.1, 0.1], [0.1, 0.2, 0.4], [0.1, -0.3, -0.6], [1.0, -1.0, 0.1], [0.0, 1.3, 0.3], [0.6, 1.8, -3.1], [-0.3, -2.3, -0.5], [-0.7, -1.4, -0.3], [1.0, -1.1, 0.7], [-0.5, 1.6, 1.4], [1.5, 2.8, 0.6], [1.1, 1.2, -1.1], [0.1, 0.0, -0.2], [0.1, -0.3, 0.3], [0.5, 0.7, -0.3], [-0.1, -0.2, -0.6], [0.2, 0.2, 0.1], [-0.1, -0.7, -0.2], [0.1, 0.1, 0.1], [0.7, -0.2, -0.9], [-0.1, -0.2, -0.3], [0.4, 0.4, 0.2], [-1.2, 0.0, 2.1], [-0.4, -0.9, 0.5], [1.8, -1.2, -1.7], [-0.5, 0.1, 1.5], [0.4, -0.5, 1.1], [-1.4, 1.1, -2.2], [-0.8, -0.1, 0.0], [0.5, -0.7, -0.1], [-0.5, 0.2, 0.0], [-0.5, 0.7, -0.6], [-0.1, 1.0, -0.3], [-0.3, -0.3, -0.6], [0.5, -0.4, -0.4], [0.2, 0.3, 0.2], [-0.2, -0.1, -0.5], [0.4, 0.5, -0.4], [-0.2, 0.0, -0.1], [0.4, 0.1, 0.1], [-1.3, -1.1, -2.0], [0.4, 0.5, 1.2], [0.1, 0.6, 0.8], [-0.5, -0.8, 0.5], [-1.1, 0.0, -0.3], [-0.4, 0.9, -2.2], [-0.6, 2.4, 4.1], [-0.5, 0.3, -0.1], [-0.1, 0.2, 0.4], [-0.1, 0.0, 0.2], [1.1, -0.9, -0.8], [-0.2, 1.2, -0.9], [-0.3, -2.1, -0.9], [0.7, -1.0, -0.5], [-0.2, -0.7, -0.9], [-0.4, 0.0, 0.0], [0.2, 0.1, 0.0]],
  "mulliken_charge": [-1.522, 1.455, -1.114, -1.445, 1.699, 1.549, 1.111, -0.591, -1.774, 0.083, -1.787, 0.041, 0.371, 0.387, 0.494, 0.169, 0.437, 0.521, -1.926, 0.431, 0.384, 0.317, 0.445, -1.232, -0.662, 0.798, 0.299, 0.355, 0.425, 0.299, -1.716, 0.867, -1.314, 0.174, -0.781, -0.419, 0.377, 0.378, 0.399, 0.055, 0.430, 0.589, 0.089, 0.389, 0.292, -0.167, 0.049, -0.575, -0.391, -1.329, -0.172, -0.945, -0.458, 0.296, 0.481, -0.103, 0.667, 0.573, 0.495, 0.246, 0.305, 0.367, 0.363, 0.307, -1.552, 0.583, -0.725, -0.323, -0.799, -0.415, 0.143, 0.529, 0.375, 0.451, 0.364, 0.445, 0.272, 0.331, 0.306, 0.346, 0.362, -2.393, -0.699, 0.605, 1.591, -0.558, 0.790, -0.702, -0.771, 0.882, 0.391, -0.396, 0.508, -0.979, -0.227, 0.523, 0.280, 0.372, 0.257]
}

=====

{
  "formula": "C41H37B2BrF4GeN6O5Ti",
  "method": "wB97M-V/def2-TZVPD",
  "homo_lumo_gap_ev": [6.4, 6.4],
  "spin_multiplicity": 2,
  "total_charge": 1,
  "s2": 0.758,
  "e_above_lowest_kj_mol": 320.1,
  "species": ["Ti", "C", "C", "N", "O", "B", "F", "F", "O", "N", "C", "C", "C", "N", "O", "B", "F", "F", "O", "N", "C", "C", "C", "H", "H", "H", "H", "H", "H", "H", "H", "H", "H", "H", "H", "Br", "C", "C", "C", "C", "O", "C", "C", "N", "C", "C", "C", "C", "C", "C", "C", "C", "N", "C", "C", "H", "H", "H", "H", "H", "H", "H", "H", "H", "H", "C", "Ge", "C", "C", "C", "C", "C", "C", "C", "C", "C", "C", "C", "C", "C", "C", "C", "C", "H", "H", "H", "H", "H", "H", "H", "H", "H", "H", "H", "H", "H", "H", "H"],
  "positions_angstrom": [[-0.116, 0.896, 1.644], [3.199, 1.925, -1.276], [2.057, 1.133, -0.706], [2.487, 0.068, 0.104], [3.702, -0.004, 0.745], [3.821, 0.706, 2.066], [4.795, 0.049, 2.766], [4.093, 2.057, 1.796], [2.546, 0.567, 2.886], [1.574, 1.417, 2.537], [1.737, 2.667, 2.821], [2.747, 3.204, 3.765], [0.795, 3.544, 2.095], [0.020, 2.873, 1.327], [-0.830, 3.534, 0.560], [-1.995, 2.660, 0.228], [-2.715, 3.177, -0.814], [-2.810, 2.490, 1.351], [-1.558, 1.172, -0.051], [-0.264, 0.620, -0.430], [0.797, 1.470, -1.004], [0.518, 2.588, -1.988], [0.795, 5.024, 2.190], [3.305, 2.872, -0.746], [3.015, 2.134, -2.328], [4.135, 1.385, -1.176], [3.263, 2.398, 4.275], [2.243, 3.846, 4.496], [3.485, 3.805, 3.238], [0.801, 2.319, -3.012], [-0.531, 2.847, -2.014], [1.067, 3.492, -1.720], [1.726, 5.428, 1.786], [0.727, 5.342, 3.234], [-0.039, 5.434, 1.633], [2.756, -6.275, 2.595], [2.388, -4.516, 2.033], [3.266, -3.852, 1.182], [2.996, -2.573, 0.725], [1.846, -1.933, 1.154], [1.440, -0.740, 0.695], [0.955, -2.584, 2.014], [-0.294, -2.056, 2.487], [-0.777, -0.900, 2.287], [-2.123, -0.645, 2.745], [-3.157, -1.519, 2.637], [-4.435, -1.195, 3.153], [-4.636, -0.026, 3.815], [-3.568, 0.891, 3.962], [-3.665, 2.096, 4.689], [-2.573, 2.905, 4.812], [-1.393, 2.560, 4.147], [-1.264, 1.467, 3.429], [-2.328, 0.606, 3.384], [1.242, -3.890, 2.439], [4.177, -4.345, 0.861], [3.679, -2.086, 0.052], [-0.891, -2.742, 3.088], [-3.010, -2.471, 2.136], [-5.250, -1.897, 3.025], [-5.605, 0.213, 4.242], [-4.607, 2.362, 5.155], [-2.611, 3.822, 5.386], [-0.536, 3.217, 4.200], [0.542, -4.404, 3.092], [-1.679, -2.123, -0.504], [-0.660, -0.914, -1.596], [1.063, -1.521, -2.127], [1.577, -2.722, -1.637], [2.782, -3.222, -2.123], [3.473, -2.525, -3.105], [2.957, -1.335, -3.612], [1.752, -0.838, -3.131], [-1.701, -0.393, -3.130], [-2.329, 0.815, -3.242], [-3.117, 1.135, -4.377], [-3.267, 0.230, -5.381], [-2.657, -1.050, -5.301], [-2.840, -2.011, -6.329], [-2.280, -3.249, -6.240], [-1.497, -3.589, -5.111], [-1.293, -2.681, -4.114], [-1.867, -1.377, -4.167], [-2.234, -2.786, -1.171], [-2.393, -1.513, 0.052], [-1.064, -2.722, 0.174], [1.036, -3.283, -0.876], [3.176, -4.159, -1.739], [4.409, -2.917, -3.490], [3.486, -0.804, -4.395], [1.340, 0.072, -3.555], [-2.265, 1.539, -2.455], [-3.601, 2.105, -4.429], [-3.867, 0.467, -6.256], [-3.441, -1.738, -7.193], [-2.432, -3.976, -7.028], [-1.051, -4.575, -5.043], [-0.674, -2.970, -3.273]],
  "atomic_forces_ev_per_a": [[-0.5, -1.6, -2.1], [0.1, -0.2, 0.0], [0.8, 0.0, 1.1], [0.6, -0.7, -0.9], [-1.3, 0.3, 0.0], [0.5, 0.0, -0.2], [-0.2, 0.3, -0.1], [-0.2, -0.4, 0.1], [0.5, -0.7, 0.4], [0.8, 1.1, 0.2], [0.0, 0.6, 0.0], [-0.1, 0.2, 0.1], [0.6, 0.1, 0.3], [0.4, 0.9, 0.3], [-1.1, 0.2, -0.9], [-0.7, 0.0, -0.3], [0.6, -0.1, 0.1], [0.3, 0.1, -0.2], [0.7, 0.9, 1.0], [-0.3, 0.5, -0.9], [-0.8, 0.1, 0.1], [-0.1, -0.3, 0.0], [0.1, 0.1, 0.1], [0.0, 0.0, 0.0], [0.0, 0.0, 0.0], [0.0, 0.0, 0.0], [0.0, 0.0, 0.0], [0.0, 0.0, -0.1], [0.0, 0.0, 0.0], [0.0, -0.1, 0.1], [-0.2, 0.0, 0.1], [0.0, -0.1, 0.0], [0.0, 0.0, 0.0], [0.0, 0.0, 0.0], [0.0, 0.0, 0.0], [0.0, 0.0, 0.0], [0.2, -0.1, -0.1], [0.2, 0.1, 0.0], [0.3, -0.1, 0.5], [0.2, -0.7, 0.3], [0.5, 1.9, 0.5], [-0.1, -0.2, 0.3], [0.5, -1.0, 0.3], [-1.7, 0.1, 0.3], [0.5, 0.1, 0.3], [-0.2, -0.4, -0.2], [0.1, -0.2, -0.1], [-0.1, 0.1, 0.1], [-0.1, 0.2, 0.2], [-0.2, 0.0, 0.0], [0.0, 0.1, 0.1], [0.0, 0.0, -0.1], [-0.5, -0.3, 0.2], [0.3, -0.2, -0.1], [-0.3, -0.1, 0.2], [-0.1, 0.0, 0.0], [0.0, 0.0, 0.1], [0.0, -0.2, 0.0], [0.0, 0.1, 0.0], [0.1, 0.0, 0.0], [0.1, 0.0, -0.1], [0.0, 0.0, 0.0], [0.0, -0.1, 0.0], [0.1, 0.1, 0.0], [0.1, 0.1, -0.1], [-0.1, -0.2, 0.2], [-0.2, 0.2, 0.2], [0.4, -0.5, -0.2], [-0.1, 0.0, -0.5], [-0.1, 0.0, -0.3], [0.0, 0.0, 0.0], [-0.1, 0.1, 0.0], [0.3, -0.2, -0.1], [-0.1, -0.2, -0.3], [-0.2, 0.0, -0.3], [0.0, 0.1, 0.2], [0.0, -0.1, -0.1], [0.0, 0.0, 0.0], [-0.1, 0.1, 0.0], [0.1, -0.1, 0.1], [-0.1, 0.0, -0.2], [-0.1, 0.2, 0.1], [0.0, 0.0, -0.1], [0.0, 0.0, 0.1], [0.0, -0.1, 0.0], [-0.2, 0.1, -0.1], [0.1, 0.1, -0.3], [0.0, 0.1, -0.1], [-0.1, 0.0, 0.0], [0.0, 0.0, 0.1], [0.0, 0.0, 0.0], [0.0, 0.2, 0.2], [0.1, -0.1, 0.0], [0.1, 0.0, 0.1], [0.1, 0.0, 0.1], [0.0, 0.0, 0.0], [0.0, 0.1, 0.0], [0.0, 0.0, -0.1]],
  "mulliken_charge": [-0.927, -2.302, 0.096, 0.514, -0.633, 0.890, -0.299, -0.328, -0.693, 1.353, 0.892, -1.959, -0.065, 1.097, -0.650, 0.921, -0.249, -0.279, -1.422, 0.723, 0.888, -2.106, -1.893, 0.321, 0.607, 0.434, 0.348, 0.553, 0.301, 0.350, 0.285, 0.501, 0.354, 0.337, 0.538, -0.160, -0.586, -0.620, -0.830, 0.428, 0.554, 0.294, -0.044, 0.805, 0.024, -0.177, -1.343, -0.831, 1.206, -0.795, -1.256, 0.227, 0.351, -0.353, -1.192, 0.533, 1.073, 0.556, 0.570, 0.442, 0.444, 0.481, 0.469, 0.465, 0.593, -1.210, 1.937, 0.351, 0.519, -0.858, -0.907, -0.814, -0.284, 0.669, -0.406, -1.321, -0.845, 0.884, -0.856, -0.599, -1.257, -0.334, -0.164, 0.792, -0.020, 0.351, 0.537, 0.569, 0.434, 0.494, 0.413, 0.597, 0.494, 0.388, 0.398, 0.394, 0.468, 0.361]
}

=====

DFT total energy per entry: -46206.001, -224192.242 eV